# 1
160
Properties=species:S:1:pos:R:3:forces:R:3 method="wB97M-V/def2-TZVPD" smiles="CC1(C)CCCC(C)(C)N1O.CC1(C)CCCC(C)(C)N1O.CC1(C)CCCC(C)(C)N1O.O=C1OCCO1.O=C1OCCO1.O=C1OCCO1.O=C1OCCO1.O=C1OCCO1.O=C1OCCO1.O=C1OCCO1" total_energy_ev=-104761.4559 gap_ha=0.305
C 19.50365 11.80142 -29.90300 -0.3 1.7 -1.0
C 20.20550 12.76605 -28.94130 -0.4 -0.4 -0.5
O 21.05265 11.86167 -28.22067 0.4 1.0 0.9
C 21.13227 10.68585 -28.82944 -0.2 -1.4 -0.1
O 21.86818 9.78071 -28.57197 0.1 0.6 0.3
O 20.18771 10.57080 -29.78100 -0.6 0.4 -0.4
H 19.57689 12.22274 -30.90884 0.3 -0.5 -0.2
H 18.42830 11.81783 -29.72339 0.0 -1.0 0.4
H 19.44554 13.27920 -28.35409 0.4 -0.2 0.6
H 20.81094 13.51574 -29.44934 0.2 -0.1 0.0
C 20.27541 19.00853 -25.36853 -0.4 -0.8 1.6
C 19.44050 19.12603 -24.07274 0.0 0.9 -1.3
O 20.40793 19.20183 -23.02600 0.0 -0.7 0.2
C 21.63022 19.30399 -23.57360 0.6 -0.5 -0.1
O 22.67466 19.19929 -23.00220 -0.4 0.3 0.3
O 21.54881 19.46317 -24.90264 0.0 0.4 -1.1
H 19.80625 19.55072 -26.18257 0.6 0.3 -0.1
H 20.38035 17.94889 -25.61646 0.1 0.1 -0.4
H 18.76952 18.27194 -24.03378 0.0 0.2 0.7
H 18.93914 20.09349 -24.10240 -0.5 -0.3 0.2
C 20.22531 14.34285 -25.42943 -0.1 1.3 0.5
C 19.84190 14.93534 -24.07108 0.2 -0.2 0.2
O 18.40908 15.06528 -24.13681 -0.2 0.7 -0.3
C 17.94412 14.59603 -25.31414 1.1 -1.0 1.5
O 16.78187 14.47253 -25.56729 -0.4 0.4 -0.4
O 18.95316 14.10207 -26.02394 -0.4 -0.8 -1.0
H 20.86868 13.47807 -25.29095 -0.3 -0.3 -0.6
H 20.67293 15.10510 -26.06668 0.4 -0.2 0.1
H 20.33653 15.89408 -23.91878 -0.3 0.1 0.2
H 20.05378 14.26908 -23.23951 0.2 0.1 0.0
C 23.31748 16.04060 -22.33151 -0.3 -0.7 -0.1
C 24.23695 16.15680 -21.10267 -1.1 2.0 -1.0
O 24.32416 14.85201 -20.61207 0.6 0.3 0.3
C 23.35583 14.09346 -21.15538 0.4 -1.1 1.1
O 23.15150 12.98476 -20.75594 -0.3 0.1 -0.5
O 22.69589 14.73877 -22.09869 -0.1 0.4 -0.9
H 23.85735 16.04923 -23.27745 0.0 -0.4 0.0
H 22.47699 16.72620 -22.39724 0.3 0.3 0.3
H 23.73315 16.86357 -20.43482 0.2 -0.5 0.6
H 25.17787 16.63044 -21.37445 0.3 -0.6 0.1
C 22.84164 11.00227 -24.89189 -0.4 -0.5 -0.4
C 23.38596 11.07383 -23.47767 0.2 -0.9 -0.7
O 24.38051 12.10086 -23.60890 -0.4 0.8 0.4
C 23.97610 12.93808 -24.59215 0.4 -0.6 -0.1
O 24.36664 14.04802 -24.78651 0.2 0.1 0.4
O 23.11677 12.30691 -25.39753 -0.6 0.4 -0.3
H 21.77088 10.81004 -24.94695 0.0 0.2 0.1
H 23.32633 10.26717 -25.53692 0.2 0.1 0.1
H 23.90319 10.14567 -23.24747 -0.1 0.1 0.4
H 22.59667 11.30390 -22.76445 0.3 0.3 0.2
C 14.78966 17.79897 -23.14160 0.6 -0.1 -0.3
C 15.78617 16.79034 -23.72307 0.8 0.5 1.2
O 16.60290 17.58760 -24.59646 -1.0 -0.2 -0.9
C 15.93923 18.74152 -24.86877 1.2 0.8 0.1
O 16.29524 19.55137 -25.67630 -0.2 -0.6 0.2
O 14.96242 18.93520 -23.98756 -0.9 0.2 -0.3
H 15.07344 18.12529 -22.14130 -0.5 -0.2 0.1
H 13.78265 17.40120 -23.25052 -0.1 0.4 0.4
H 15.26054 15.96342 -24.19549 0.4 0.0 -0.4
H 16.52198 16.49596 -22.97519 -0.5 -0.7 0.1
C 16.85600 10.78118 -23.35988 0.9 1.3 1.0
C 16.72099 12.02363 -22.45750 -1.7 -0.8 -0.3
O 18.02240 12.46016 -22.18804 0.5 -0.3 0.7
C 18.89914 11.73898 -22.91315 -0.6 0.9 -1.1
O 20.06628 11.96552 -22.95937 0.3 -0.4 0.2
O 18.23988 10.91059 -23.74621 0.1 -0.8 -0.3
H 16.15306 10.86073 -24.18129 0.3 -0.5 -0.3
H 16.76276 9.90147 -22.72972 -0.2 -0.4 -0.5
H 16.16766 11.65874 -21.59164 0.3 0.7 0.5
H 16.15354 12.81302 -22.93780 0.1 0.1 0.1
C 14.63641 14.35830 -30.06764 0.0 1.1 1.2
C 15.81721 15.25631 -30.48623 -0.1 -0.1 -1.0
C 15.20694 16.43845 -31.29166 0.8 -0.1 0.6
C 16.15020 17.59212 -31.58511 0.0 0.1 0.3
C 16.64959 18.11853 -30.25419 -0.3 -0.4 0.1
C 17.32028 17.01066 -29.41797 0.8 0.8 -0.1
N 16.48855 15.81448 -29.30810 -1.5 0.7 -0.6
O 17.02796 14.82286 -28.47441 0.5 0.0 0.0
C 18.72036 16.79991 -30.04186 0.3 -1.2 0.4
C 17.49091 17.56454 -28.00730 0.5 -0.2 1.0
C 16.71888 14.43644 -31.40224 1.1 -0.5 -0.3
H 14.84285 13.92701 -29.08703 0.2 -0.6 -0.4
H 14.34190 13.63246 -30.81782 0.1 -0.1 0.0
H 13.79725 15.02504 -29.84447 -0.2 -0.2 -0.2
H 14.81135 16.05037 -32.23033 -0.5 -0.1 0.2
H 14.47180 16.86331 -30.60308 -0.5 -0.1 -0.5
H 15.55168 18.38118 -32.04638 0.3 0.0 -0.4
H 16.98745 17.31042 -32.22704 -0.1 0.0 -0.2
H 15.80057 18.56232 -29.72433 0.0 -0.2 0.2
H 17.38748 18.91350 -30.36956 0.0 0.0 0.0
H 19.29096 17.72238 -30.13867 -0.1 0.1 0.0
H 19.30813 16.12340 -29.41149 0.0 0.1 0.2
H 18.70589 16.27212 -30.99420 -0.2 0.4 -0.2
H 16.65718 17.30261 -27.35327 -0.2 0.1 -0.2
H 18.37746 17.13841 -27.51972 0.0 -0.1 -0.1
H 17.60009 18.64622 -27.92727 0.0 0.0 -0.4
H 17.48385 15.01317 -31.92690 -0.1 0.2 0.1
H 16.18861 13.89776 -32.18995 -0.3 0.1 0.1
H 17.26942 13.66610 -30.85195 -0.1 0.1 0.2
H 16.64830 15.03443 -27.60757 0.1 -0.4 -0.1
C 12.91316 14.76841 -22.01853 -0.3 0.1 -0.7
C 12.16433 14.07937 -23.19029 -0.1 -0.5 1.4
C 11.02146 15.03062 -23.57847 -1.2 0.4 -0.6
C 10.24937 14.67398 -24.84830 1.2 -0.9 -0.4
C 11.26033 14.40384 -26.00824 -2.4 0.9 0.7
C 12.40907 13.50935 -25.64036 0.8 -0.8 -1.2
N 13.04143 13.88134 -24.33945 -0.8 1.3 -1.1
O 14.13448 13.02860 -24.05124 -0.1 0.4 0.1
C 11.96077 12.03716 -25.68063 0.4 -0.3 1.3
C 13.45465 13.69766 -26.76689 0.2 -0.5 0.6
C 11.64340 12.74908 -22.61212 -0.3 -1.3 -0.2
H 13.42600 14.06967 -21.36094 0.5 0.0 -0.4
H 12.18417 15.26142 -21.37347 -0.1 0.1 -0.1
H 13.54635 15.53125 -22.47610 0.3 -0.1 0.5
H 10.26801 15.07558 -22.78688 0.4 -0.1 0.4
H 11.33380 16.06835 -23.73144 0.6 -0.1 0.3
H 9.54917 15.44082 -25.17682 0.1 0.2 0.3
H 9.65125 13.77282 -24.68228 0.0 0.0 0.0
H 11.52907 15.35939 -26.46430 0.5 0.0 0.3
H 10.59406 13.94762 -26.74574 0.7 -0.4 -0.4
H 12.83471 11.42722 -25.43308 0.0 -0.1 -0.4
H 11.29953 11.82813 -24.84351 -0.4 0.0 -0.3
H 11.49257 11.68454 -26.59534 0.2 0.3 -0.2
H 14.32027 13.05560 -26.58444 0.1 0.2 0.1
H 13.06725 13.36458 -27.72969 -0.3 0.2 0.1
H 13.76598 14.74051 -26.82490 0.1 0.0 -0.1
H 10.63639 12.49335 -22.94849 -0.1 0.2 0.2
H 11.69609 12.60312 -21.53086 -0.3 0.8 0.1
H 12.24270 11.88731 -22.92272 0.2 0.3 -0.4
H 14.84897 13.65846 -24.22060 0.3 -0.4 -0.1
C 26.61818 18.09699 -28.93787 0.0 -0.8 -0.4
C 25.85843 17.11405 -28.00804 1.5 1.3 -0.3
C 25.64845 17.94946 -26.73842 0.2 -0.5 1.7
C 24.58498 17.41633 -25.77802 -1.1 -1.1 -1.3
C 23.29152 17.22392 -26.58852 0.1 0.0 0.3
C 23.40336 16.40646 -27.89491 0.1 0.6 -0.7
N 24.60397 16.78794 -28.66033 -0.1 1.2 0.6
O 24.77348 16.05981 -29.85683 0.1 -0.5 0.8
C 23.36553 14.91280 -27.63363 -0.3 -1.2 0.2
C 22.23158 16.87956 -28.76451 0.0 -0.3 -0.5
C 26.85827 15.94109 -27.74367 -1.6 -0.4 -0.1
H 26.07622 19.02787 -29.09223 -0.1 -0.1 0.0
H 26.74082 17.58199 -29.89294 0.1 0.3 -0.1
H 27.60587 18.32158 -28.53281 0.0 0.0 0.1
H 26.58365 17.88425 -26.17344 0.2 0.2 -0.2
H 25.53227 19.01654 -26.92744 -0.4 -0.1 -0.3
H 24.35228 18.04235 -24.91819 0.4 0.1 0.0
H 24.82025 16.39319 -25.46523 0.5 0.2 0.4
H 22.86682 18.21452 -26.76512 0.0 0.0 -0.4
H 22.53821 16.66501 -26.01888 0.0 0.2 0.3
H 23.21480 14.25412 -28.49631 0.0 0.5 -0.4
H 24.26511 14.51289 -27.16580 0.0 0.3 0.2
H 22.54504 14.61533 -26.97743 0.1 0.2 0.1
H 22.41362 17.89485 -29.11841 0.1 0.1 0.2
H 22.19541 16.26841 -29.66898 -0.4 -0.1 0.1
H 21.27546 16.89563 -28.23597 0.0 -0.4 0.0
H 27.61124 16.20591 -27.00806 0.1 0.1 -0.1
H 27.30659 15.60640 -28.67935 0.2 0.1 0.1
H 26.28094 15.09703 -27.35338 0.3 -0.1 0.2
H 25.09850 15.19466 -29.54656 -0.1 0.0 -0.4

=====

# 2
86
Properties=species:S:1:pos:R:3:forces:R:3 method="wB97M-V/def2-TZVPD" total_energy_ev=-441166.2323 charge=-1 gap_ha=0.072
C -0.39364 0.54336 2.14643 0.3 -0.1 0.4
C 0.38441 -0.30178 1.15722 -0.7 0.6 0.3
C -0.46334 -0.53991 -0.07450 0.7 0.1 0.0
O -1.64228 -1.25913 0.28485 -0.1 -0.3 -0.2
C -2.66653 -1.19241 -0.55899 0.1 0.6 -0.1
O -2.75176 -0.42168 -1.49188 0.1 -0.4 0.2
C -3.75897 -2.16129 -0.19789 0.0 0.3 -0.2
S -5.29668 -1.26054 0.04319 -0.1 0.1 0.0
O -5.41918 -1.40532 1.72255 0.2 0.3 0.0
P -6.79205 -2.00879 2.28373 -0.8 -0.4 -0.6
O -7.95124 -1.83517 1.41080 0.3 0.0 0.1
O -6.85420 -1.33433 3.70740 0.3 0.5 0.3
O -6.50805 -3.53028 2.61067 0.1 0.0 0.1
O 0.78857 -1.56989 1.67136 0.0 0.1 -0.6
C 2.10321 -1.67447 1.99669 0.3 0.0 0.2
O 2.69483 -0.89734 2.68310 0.0 0.3 -0.2
C 2.72401 -2.84873 1.30268 -0.8 -0.9 0.2
S 3.99406 -3.60600 2.29593 0.9 0.5 0.3
H -1.33646 0.04378 2.36043 -0.3 0.1 -0.1
H -0.53981 1.53129 1.71306 -0.2 0.2 -0.1
H 0.09614 0.66438 3.13407 -0.1 0.1 -1.3
H 1.24456 0.27233 0.80265 0.3 -0.1 0.2
H -0.70266 0.43501 -0.49333 -0.3 0.0 -0.1
H 0.09218 -1.11933 -0.81299 -0.1 -0.2 -0.1
H -3.51950 -2.73447 0.69034 -0.1 -0.2 0.0
H -3.91175 -2.80030 -1.06573 0.0 -0.2 0.1
H -6.41062 -0.46200 3.72918 -0.2 -0.3 0.1
H -5.79139 -3.62989 3.25172 0.0 -0.1 0.0
H 1.94758 -3.59195 1.13907 0.0 -0.1 -0.1
H 3.05328 -2.53790 0.31756 0.3 0.1 -0.2
H 3.77258 -4.88223 1.99219 -0.1 -0.1 -0.3
F 0.51315 2.67287 3.93544 -0.3 0.5 -0.5
Al 1.32499 3.69003 5.00456 0.2 -0.3 0.4
F 2.78916 4.14176 4.30359 0.1 0.2 -0.3
F 1.57545 3.01038 6.49981 0.1 0.0 0.3
F 0.38047 5.09662 5.17433 0.0 0.3 0.1
C 4.74651 -0.94125 -6.29029 -0.1 0.0 0.1
C 3.74165 0.21700 -6.25033 0.3 -0.2 -0.1
C 3.93056 1.21940 -5.11371 -0.2 0.0 -0.2
N 3.24389 0.90628 -3.81186 0.1 0.2 -0.1
C 3.73974 1.91867 -2.80388 -0.1 0.1 0.2
C 3.30733 1.62935 -1.37600 0.0 -0.1 0.1
C 3.72183 0.21693 -0.97638 -0.1 -0.1 -0.1
C 3.15216 -0.79522 -1.96357 0.1 0.1 0.7
C 3.57851 -0.50262 -3.36543 0.0 -0.2 0.0
C 1.77627 1.06056 -3.98063 0.0 -0.1 0.1
H 4.51276 -1.73481 -5.58346 0.0 0.0 0.0
H 4.75026 -1.39143 -7.28206 0.0 0.0 0.0
H 5.75818 -0.58909 -6.08198 0.0 0.0 0.0
H 2.72215 -0.16956 -6.27971 0.0 0.0 0.0
H 3.86964 0.79098 -7.17028 -0.1 0.1 0.0
H 3.54729 2.19733 -5.40840 0.0 0.0 0.0
H 4.99026 1.32970 -4.88842 0.0 -0.1 0.0
H 4.82746 1.90059 -2.86666 0.0 0.0 0.0
H 3.38530 2.89203 -3.14539 0.1 0.0 -0.1
H 3.77171 2.37111 -0.72349 0.0 0.1 -0.1
H 2.22719 1.75766 -1.26070 0.0 0.0 0.0
H 3.39105 -0.00352 0.03762 0.0 0.0 0.0
H 4.81486 0.14642 -0.97061 0.0 0.0 0.0
H 2.06004 -0.82924 -1.88692 0.0 0.0 0.0
H 3.50114 -1.83530 -1.78043 -0.2 0.4 -0.1
H 3.08144 -1.18442 -4.05147 0.1 0.0 -0.1
H 4.65914 -0.61061 -3.46798 0.0 0.0 0.0
H 1.42282 0.33103 -4.70155 0.0 0.0 0.0
H 1.56998 2.07002 -4.32917 0.0 0.0 0.0
H 1.28451 0.88839 -3.03053 0.0 0.0 0.0
C -2.35663 1.95336 6.06089 1.0 0.4 0.5
O -1.62018 2.82898 6.43874 -0.3 -0.1 -0.1
O -3.61370 2.42179 5.49439 0.3 -0.1 -0.2
O -2.26001 0.69037 6.05188 -1.0 -0.2 -0.4
H -3.43959 3.36634 5.62769 -0.6 0.1 0.0
Mg -3.89048 0.05154 5.09242 0.8 0.2 0.2
C -8.42764 -4.01587 -1.90409 0.0 0.0 0.1
Br -6.52167 -4.00184 -2.14005 0.1 -0.1 -0.1
Br -9.31399 -4.80939 -3.41996 0.0 0.0 0.0
Br -8.92590 -4.87424 -0.26665 0.0 0.0 0.0
H -8.74885 -2.98679 -1.84414 0.0 0.0 0.0
Cl 2.40386 -5.44808 3.82286 -0.3 -0.2 0.2
C -1.19079 5.92301 2.41442 0.3 -0.1 0.2
Cl 0.50899 6.12005 2.54930 0.2 0.0 -0.1
Cl -1.61771 5.16938 0.84278 -0.4 -0.1 0.1
Cl -1.83971 4.89736 3.73625 -0.2 0.1 -0.1
H -1.67921 6.88606 2.47377 -0.1 0.0 -0.1
Li -3.47388 4.03238 2.44627 0.3 -0.3 -0.1
Br 0.55980 -0.10313 5.05979 0.0 -0.8 1.2
Cl 3.59313 -3.85429 -2.40214 0.0 -0.1 -0.3